(1)
Below is C24H28N4O4S in the gas phase, with properties calculated with ωB97M-V/def2-TZVPD.

XYZ file:
```
61
Properties=species:S:1:pos:R:3:forces:R:3:mulliken_charge:R:1
C -3.977 4.514 -3.067 0.18 -0.18 -0.06 -1.43
H -5.017 4.272 -2.854 -0.13 0.02 0.01 0.35
C -3.060 3.386 -2.610 -0.17 0.20 0.22 -0.03
C -3.185 3.138 -1.108 0.14 -0.30 -0.23 -0.80
C -2.374 1.940 -0.619 -0.03 0.28 0.04 -0.44
C -0.863 2.159 -0.769 -0.21 -0.09 0.15 -0.92
C -0.107 1.033 -0.111 -0.03 0.24 -0.09 0.53
O 0.466 1.109 0.952 -0.01 0.02 0.40 -0.66
N -0.102 -0.115 -0.855 0.02 -0.62 -0.22 -0.02
N 0.412 -1.290 -0.369 0.09 0.06 0.04 0.03
C -0.194 -2.001 0.622 -0.74 0.35 -0.10 0.25
S -1.722 -1.766 1.141 -0.25 0.12 0.16 -0.32
N 0.708 -2.953 1.061 -0.14 0.06 0.03 0.40
C 1.925 -2.840 0.428 0.29 0.16 -0.43 0.22
O 2.895 -3.525 0.616 0.06 0.06 -0.04 -0.60
C 1.797 -1.675 -0.545 0.54 0.30 -0.26 -0.07
C 2.778 -0.546 -0.212 -0.16 -0.17 -0.14 -0.93
C 2.646 0.543 -1.276 0.18 -0.28 0.39 0.34
O 2.493 0.268 -2.448 0.05 -0.04 -0.29 -0.69
N 2.705 1.800 -0.771 0.24 0.28 0.31 -0.12
C 2.439 3.010 -1.426 -0.03 0.19 -0.22 0.38
C 2.344 3.118 -2.809 0.04 -0.20 -0.12 -0.22
C 2.049 4.343 -3.382 -0.03 0.12 0.08 -0.73
C 1.853 5.464 -2.594 -0.05 0.11 -0.09 -0.50
C 1.957 5.358 -1.216 0.01 0.00 0.02 -0.65
C 2.248 4.140 -0.634 0.02 -0.08 -0.01 -0.36
H 2.321 4.055 0.441 -0.01 -0.01 0.13 0.36
H 1.809 6.227 -0.593 -0.01 0.06 0.06 0.39
H 1.623 6.415 -3.049 -0.02 0.09 -0.04 0.42
H 1.974 4.419 -4.456 0.00 0.00 -0.09 0.39
H 2.495 2.248 -3.426 0.01 -0.03 0.00 0.51
H 2.749 1.885 0.237 -0.10 -0.19 -0.20 0.28
H 2.568 -0.155 0.784 0.04 -0.05 -0.02 0.43
H 3.789 -0.956 -0.238 0.00 0.02 -0.04 0.48
H 1.980 -1.996 -1.580 0.02 -0.07 0.25 0.25
C 0.426 -3.921 2.059 -0.16 -0.37 0.24 -0.04
C -0.712 -4.706 1.969 0.30 0.09 -0.07 -0.65
C -0.989 -5.647 2.944 -0.06 -0.23 0.23 -0.36
C -0.117 -5.820 4.014 0.13 0.19 -0.13 0.93
C 1.036 -5.033 4.088 -0.16 -0.17 0.09 -0.68
C 1.305 -4.089 3.123 -0.17 0.04 -0.11 -0.52
H 2.195 -3.484 3.187 0.08 0.05 0.01 0.41
H 1.704 -5.180 4.921 0.09 -0.01 0.10 0.41
O -0.288 -6.713 5.022 0.23 0.17 0.01 -0.46
C -1.433 -7.532 5.012 -0.17 -0.12 -0.01 -0.84
H -1.361 -8.149 5.906 -0.05 0.02 -0.08 0.24
H -2.352 -6.939 5.056 0.03 -0.02 -0.02 0.34
H -1.457 -8.177 4.128 -0.01 0.04 0.02 0.34
H -1.885 -6.239 2.853 -0.07 -0.07 0.03 0.37
H -1.391 -4.581 1.140 -0.02 0.01 -0.04 0.50
H -0.612 -0.165 -1.727 0.09 -0.07 0.21 0.26
H -0.582 2.216 -1.821 0.05 0.06 -0.05 0.38
H -0.579 3.091 -0.278 0.11 -0.07 -0.04 0.35
H -2.596 1.766 0.436 0.01 -0.11 -0.01 0.32
H -2.677 1.046 -1.169 -0.05 -0.08 0.05 0.27
H -4.236 2.961 -0.868 -0.05 0.07 0.04 0.39
H -2.870 4.033 -0.568 -0.04 0.08 0.08 0.33
H -3.317 2.471 -3.149 0.08 -0.08 -0.03 0.28
H -2.029 3.645 -2.859 0.05 -0.08 -0.06 0.20
H -3.729 5.438 -2.550 -0.02 0.13 0.03 0.34
H -3.876 4.681 -4.136 -0.05 0.09 -0.10 0.39
```
Forces are in eV/Å.

Computed properties:
- F_max: 0.8 eV Å⁻¹
- Highest occupied orbital energy: -8.33 eV
- ΔE to the lowest compared entry with this formula, charge and spin: 33.1 kcal/mol
- SMILES string: CCCCCC(=O)NN1C(=S)N(c2ccc(OC)cc2)C(=O)[C@@H]1CC(=O)Nc1ccccc1
- Orbital gap: 8.99 eV
- 2S+1: 1
- Calculated total energy: -1849.5729 a.u.
- Net charge: 0
- LUMO level: 0.654 eV

***

(2)
Below is a gas-phase ion, C5H15N2 (charge +1) at a distorted geometry, with properties calculated with ωB97M-V/def2-TZVPD.

XYZ file:
```
22
Properties=species:S:1:pos:R:3:forces:R:3:mulliken_charge:R:1
C -2.043 -1.316 0.525 0.03 1.67 1.76 -1.36
C -1.001 -0.250 0.170 2.48 0.07 -0.66 -0.07
C -0.193 -0.315 -1.144 -1.47 -0.60 0.02 -0.58
C 1.050 0.579 -1.130 -1.33 1.64 0.95 -0.62
C 1.740 0.655 0.253 0.78 -1.54 -0.33 -0.74
N 1.971 -0.767 0.749 3.06 0.97 -0.95 -0.63
N -1.417 1.219 0.327 -2.41 -0.41 -1.57 -0.18
H -1.539 -2.287 0.357 -0.92 0.45 -0.28 0.35
H -3.036 -1.079 0.135 0.16 -0.87 -0.66 0.37
H -2.200 -1.220 1.651 0.25 -0.36 -1.20 0.36
H -0.196 -0.421 0.880 -0.20 0.28 0.50 0.40
H -0.869 0.045 -1.989 0.91 -1.10 0.62 0.29
H 0.106 -1.388 -1.174 -0.34 0.75 -0.69 0.35
H 0.668 1.620 -1.329 0.65 -0.67 -0.20 0.31
H 1.625 0.278 -1.988 0.80 0.09 -0.03 0.36
H 2.700 1.233 0.248 -1.02 -0.20 -0.15 0.37
H 1.047 1.064 0.988 0.24 0.56 0.01 0.31
H 2.652 -1.132 -0.032 -1.48 0.34 2.21 0.29
H 2.597 -0.630 1.613 -1.13 -0.69 -1.66 0.28
H -0.706 1.949 0.444 0.15 -0.60 0.03 0.33
H -2.012 1.167 1.141 -0.43 0.81 0.45 0.39
H -2.032 1.511 -0.524 1.19 -0.57 1.83 0.41
```
Forces are in eV/Å.

Computed properties:
- F_max: 3.3 eV Å⁻¹
- Highest occupied orbital energy: -13.58 eV
- ΔE to the lowest compared entry with this formula, charge and spin: 36.9 kcal/mol
- SMILES string: C[C@H]([NH3+])CCCN
- Orbital gap: 10.03 eV
- 2S+1: 1
- Calculated total energy: -308.7338 a.u.
- Net charge: +1
- LUMO level: -3.545 eV

***

(3)
Below is 2 unconnected molecules or ions with the total composition C3H3BrO2S at a distorted geometry, with properties calculated with ωB97M-V/def2-TZVPD.

XYZ file:
```
10
Properties=species:S:1:pos:R:3:forces:R:3:mulliken_charge:R:1
C -1.266 -0.028 1.160 -1.41 3.01 -1.70 0.17
C -1.571 0.964 0.504 0.49 -2.63 1.56 -0.58
C 1.461 0.092 0.180 -1.81 -3.60 -1.14 -0.53
O 0.031 -1.904 -0.615 -0.66 -1.56 0.90 -0.50
O 0.095 -0.104 -2.185 -0.35 1.74 -1.51 -0.51
S 0.450 -0.594 -0.922 3.11 0.54 2.05 0.85
Br -1.820 2.258 -0.700 -0.16 0.35 0.09 0.03
H -0.950 -0.920 1.615 -0.02 -0.42 0.49 0.47
H 2.022 0.958 0.009 0.47 1.03 -0.13 0.33
H 1.547 -0.721 0.953 0.34 1.54 -0.61 0.26
```
Forces are in eV/Å.

Computed properties:
- F_max: 4.2 eV Å⁻¹
- Highest occupied orbital energy: -9.29 eV
- ΔE to the lowest compared entry with this formula, charge and spin: 62.8 kcal/mol
- SMILES string: C=S(=O)=O.C#CBr
- Orbital gap: 9.58 eV
- 2S+1: 1
- Calculated total energy: -3238.6042 a.u.
- Net charge: 0
- LUMO level: 0.294 eV

***

(4)
Below is a molecular structure, C52H56F12N10O8S4 at a distorted geometry, with properties calculated with ωB97M-V/def2-TZVPD.

XYZ file:
```
142
Properties=species:S:1:pos:R:3:forces:R:3:mulliken_charge:R:1
C 4.978 -1.603 4.233 -0.71 0.05 0.67 -0.91
N 3.526 -1.328 4.514 1.10 -0.08 -0.12 0.14
C 3.152 -0.047 4.718 -0.11 -1.06 0.03 -0.34
C 1.831 0.232 5.008 0.67 0.58 -0.32 -0.38
C 0.905 -0.795 5.062 0.02 -1.00 -0.02 0.77
C 1.338 -2.113 4.857 0.40 0.31 -0.13 -0.61
C 2.676 -2.354 4.573 -1.45 0.50 0.42 -0.69
C -0.533 -0.552 5.338 1.50 1.21 -0.92 0.60
C -1.165 0.498 4.689 0.15 0.23 0.03 -0.33
C -2.468 0.702 4.993 -1.31 0.04 -0.49 -0.88
N -3.127 -0.093 5.871 0.08 1.56 0.47 0.36
C -2.488 -1.011 6.582 -0.91 -0.56 -0.35 -0.55
C -1.198 -1.284 6.266 0.47 -1.34 0.74 -0.64
C -4.521 0.194 6.207 -1.12 -0.61 -0.11 -0.67
H 5.360 -0.680 3.842 0.43 0.03 -0.58 0.34
H 5.058 -2.469 3.580 0.05 0.31 -0.15 0.31
H 5.493 -1.810 5.168 -0.11 -0.08 0.11 0.38
H 3.974 0.652 4.642 -0.38 0.30 0.08 0.49
H 1.595 1.277 5.148 -0.33 -0.04 0.14 0.64
H 0.625 -2.931 4.888 0.23 0.04 0.02 0.57
H 3.043 -3.348 4.421 0.35 -0.24 -0.07 0.49
H -0.733 1.170 3.950 0.27 -0.42 0.17 0.40
H -3.025 1.453 4.437 -0.36 -0.13 0.44 0.44
H -3.091 -1.578 7.285 0.27 0.12 0.05 0.43
H -0.726 -2.127 6.730 0.25 -0.12 0.44 0.64
H -4.656 1.007 6.909 0.46 0.20 0.21 0.33
H -4.969 -0.715 6.634 0.14 0.39 -0.22 0.28
H -5.031 0.459 5.294 -0.24 0.04 -0.26 0.18
C -4.674 -4.200 0.493 0.23 0.72 0.94 -1.08
N -3.275 -4.284 0.050 0.27 -0.97 -0.67 0.14
C -2.264 -3.765 0.764 -0.34 0.83 0.12 -0.52
C -0.958 -3.916 0.373 -0.23 0.41 0.11 -0.69
C -0.691 -4.643 -0.781 -0.07 -0.54 0.65 0.50
C -1.715 -5.233 -1.505 -1.48 0.10 1.01 -0.53
C -3.050 -5.026 -1.036 1.80 -0.85 -0.66 -0.49
C 0.719 -4.909 -1.089 0.63 -0.16 -0.66 0.81
C 1.212 -4.557 -2.328 -1.24 0.33 -0.15 -0.65
C 2.524 -4.714 -2.618 1.61 0.25 -0.38 -0.57
N 3.381 -5.174 -1.686 -1.50 -0.69 -0.01 0.16
C 2.929 -5.559 -0.472 1.23 -0.04 -0.13 -0.37
C 1.619 -5.463 -0.192 -1.93 0.37 1.34 -0.52
C 4.777 -5.274 -1.960 1.83 0.08 0.35 -1.01
H -4.622 -3.907 1.535 -0.35 -0.20 0.21 0.35
H -5.159 -5.163 0.376 -0.10 0.07 -0.06 0.44
H -5.149 -3.383 -0.027 -0.33 -0.05 -0.36 0.42
H -2.596 -3.171 1.605 0.29 -0.04 0.16 0.58
H -0.153 -3.438 0.930 -0.29 -0.09 0.03 0.48
H -1.469 -5.979 -2.249 -0.40 0.22 -0.31 0.59
H -3.919 -5.559 -1.412 0.26 0.21 -0.36 0.45
H 0.507 -4.109 -3.008 0.21 -0.01 -0.54 0.64
H 3.010 -4.406 -3.548 -0.43 -0.26 0.24 0.41
H 3.630 -5.892 0.300 0.02 -0.02 -0.67 0.47
H 1.256 -5.722 0.795 0.19 -0.23 -0.01 0.62
H 5.222 -4.439 -1.428 0.56 -0.02 -0.15 0.39
H 5.073 -5.299 -2.992 -0.53 0.52 -0.64 0.36
H 5.193 -6.204 -1.612 -0.08 -0.34 0.64 0.39
C 0.851 -0.197 -3.242 -1.25 -0.96 -1.01 -0.61
N 2.053 0.188 -3.905 1.61 -0.27 -1.25 0.36
C 2.485 -0.464 -5.021 -0.48 0.36 -0.70 -0.70
C 3.750 -0.282 -5.497 -0.15 0.77 -0.55 -0.73
C 4.616 0.607 -4.840 -0.74 -0.71 -0.27 1.07
C 4.161 1.245 -3.709 0.36 -0.05 0.00 -1.15
C 2.870 1.014 -3.274 0.51 0.20 1.09 0.05
C 5.965 0.782 -5.355 0.95 0.39 -0.11 0.65
C 6.665 -0.255 -5.910 0.47 -0.73 -0.58 -0.74
C 7.985 -0.082 -6.314 -0.37 -0.63 -0.58 -0.29
N 8.604 1.111 -6.271 -2.64 -0.40 1.27 0.02
C 7.905 2.167 -5.785 0.48 -0.32 -0.23 -0.56
C 6.627 1.994 -5.309 -0.16 1.28 0.38 -0.52
C 9.974 1.227 -6.591 1.87 0.85 -1.37 -0.83
H 0.496 0.602 -2.615 0.00 -0.17 0.50 -0.04
H 1.070 -1.163 -2.806 -0.20 0.09 1.00 0.24
H 0.110 -0.429 -4.001 -0.30 0.27 -0.14 0.44
H 1.766 -0.993 -5.644 -0.09 -0.13 0.57 0.48
H 3.993 -0.632 -6.500 -0.02 -0.34 0.40 0.68
H 4.892 1.806 -3.154 -0.39 0.42 0.46 0.66
H 2.487 1.331 -2.309 0.31 0.43 -0.15 0.46
H 6.187 -1.214 -6.074 0.35 -0.06 0.14 0.50
H 8.499 -0.942 -6.751 0.22 0.50 0.20 0.39
H 8.455 3.102 -5.815 -0.31 0.07 0.21 0.49
H 6.106 2.849 -4.899 0.18 0.20 -0.11 0.55
H 10.164 2.076 -7.256 -0.39 -0.11 -0.22 0.39
H 10.261 0.331 -7.117 0.51 -0.17 0.15 0.28
H 10.579 1.481 -5.733 0.08 -0.55 0.52 0.38
C 1.456 4.385 -1.010 0.48 0.61 -0.39 -1.02
N 0.008 4.207 -1.061 -0.45 -0.07 -1.01 0.30
C -0.744 4.331 0.021 -0.40 0.24 1.46 -0.78
C -2.119 4.304 -0.054 0.50 -0.27 0.11 -0.62
C -2.721 4.040 -1.280 -1.06 0.04 1.41 0.69
C -1.959 3.938 -2.397 0.94 -0.39 -0.94 -0.73
C -0.595 4.031 -2.250 0.46 -0.05 -1.12 -0.26
C -4.184 3.839 -1.271 1.77 1.03 0.38 0.54
C -4.910 4.723 -0.524 -2.28 -0.20 0.03 -0.48
C -6.289 4.461 -0.461 1.08 0.95 0.29 -0.39
N -6.814 3.394 -1.073 -0.67 2.36 0.79 0.12
C -6.093 2.605 -1.828 -0.11 -1.25 -0.61 -0.77
C -4.754 2.802 -1.937 -0.41 -1.06 -0.89 -0.42
C -8.246 3.208 -0.928 -0.67 -0.51 0.25 -1.00
H 1.703 5.334 -0.543 -0.18 0.05 0.26 0.41
H 1.770 4.505 -2.045 0.32 -0.31 0.09 0.34
H 1.973 3.587 -0.488 -0.16 -0.25 -0.05 0.35
H -0.193 4.434 0.950 -0.23 0.13 -0.01 0.44
H -2.727 4.415 0.833 0.15 -0.09 0.12 0.59
H -2.421 3.762 -3.365 0.30 0.11 0.04 0.65
H 0.064 3.973 -3.116 -0.16 0.09 0.26 0.49
H -4.493 5.605 -0.058 -0.13 -0.12 0.08 0.69
H -6.974 5.144 0.034 0.16 -0.34 0.06 0.37
H -6.632 1.812 -2.328 0.12 -0.03 0.02 0.46
H -4.223 2.113 -2.566 0.41 -0.05 -0.04 0.53
H -8.736 4.073 -0.518 0.12 0.67 -0.17 0.35
H -8.379 2.468 -0.158 -0.19 -0.74 -0.08 0.37
H -8.674 2.965 -1.890 -0.18 -0.26 -0.04 0.43
C -5.392 -0.409 2.216 -0.68 0.63 0.92 0.20
F -4.314 -0.821 2.917 0.46 -0.21 -0.21 -0.09
F -5.469 -1.069 1.079 0.39 -0.79 -0.78 -0.21
F -6.448 -0.709 2.940 -0.47 -0.18 0.32 -0.22
S -5.324 1.372 1.840 1.37 -1.37 -2.19 0.83
O -4.082 1.401 1.081 0.11 0.49 0.29 -0.18
O -6.488 1.602 1.041 -0.81 0.38 -0.02 -0.64
N -5.256 1.976 3.229 -1.22 2.37 1.46 -0.22
S -6.100 3.451 3.379 0.10 0.49 0.48 0.91
O -5.692 4.414 2.382 0.20 -0.69 -0.83 -0.55
O -7.492 3.419 3.736 1.10 -0.96 -0.59 -0.64
C -5.271 4.131 4.878 -2.23 -0.26 -1.73 0.59
F -5.835 3.556 5.874 -0.28 -1.61 2.61 -0.21
F -3.987 3.998 4.890 1.92 -0.07 0.10 -0.20
F -5.662 5.368 4.875 0.46 1.76 0.00 -0.19
C 3.416 -1.583 -0.367 -1.95 3.00 0.50 0.49
F 2.221 -2.172 -0.204 -0.18 -1.11 -0.80 -0.03
F 4.301 -2.252 0.275 1.32 -0.95 0.41 -0.22
F 3.736 -1.431 -1.654 -0.17 -1.07 -0.33 -0.11
S 3.128 0.156 0.312 2.52 1.02 -1.57 0.49
O 3.474 0.039 1.681 -0.20 -0.23 1.24 -0.26
O 4.001 0.946 -0.551 -1.02 -0.57 0.66 -0.65
N 1.651 0.572 -0.004 -1.13 -0.82 0.24 0.21
S 0.453 0.308 1.052 0.39 -0.26 3.02 0.31
O 0.429 -0.927 1.883 0.74 1.55 -2.07 -0.02
O 0.174 1.508 1.819 0.23 -0.44 -0.93 -0.63
C -0.983 0.069 -0.034 -0.57 0.99 2.91 -0.06
F -0.840 -0.973 -0.755 0.34 -2.32 -2.14 -0.06
F -1.946 -0.191 0.877 -0.02 0.49 -0.96 0.04
F -1.255 1.112 -0.787 -0.33 0.42 -0.22 0.14
```
Forces are in eV/Å.

Computed properties:
- F_max: 3.6 eV Å⁻¹
- Highest occupied orbital energy: -19.68 eV
- Orbital gap: 6.06 eV
- 2S+1: 1
- Calculated total energy: -5953.4059 a.u.
- Net charge: +6
- LUMO level: -13.624 eV

***

(5)
Below is a molecular structure, C4H6O4S2 at a distorted geometry, with properties calculated with ωB97M-V/def2-TZVPD.

XYZ file:
```
16
Properties=species:S:1:pos:R:3:forces:R:3:mulliken_charge:R:1
C -1.091 -0.395 -0.672 -1.95 -0.88 -2.40 -0.54
C -0.497 0.853 -1.475 -1.56 0.31 1.79 -0.56
C -0.655 -0.690 1.879 -1.09 -3.30 2.60 -1.22
C -0.607 -0.078 0.637 1.91 3.88 -3.01 0.61
O -0.094 2.662 0.509 0.16 -1.02 -0.02 -0.64
O 1.790 1.131 0.076 -0.51 0.87 -0.06 -0.57
O 2.502 -1.178 1.221 0.25 -0.13 -2.37 -0.40
O 1.569 -1.343 -1.116 1.78 0.14 1.31 -0.44
S 0.339 1.351 0.061 0.14 -0.41 -0.13 1.04
S 2.681 -0.973 -0.224 -1.72 -0.84 1.07 0.74
H -2.254 -0.302 -0.707 1.50 -0.46 -0.07 0.34
H -0.823 -1.434 -1.094 -0.30 1.46 0.75 0.25
H 0.032 0.831 -2.425 0.04 -0.35 0.31 0.36
H -1.353 1.565 -1.444 0.76 -0.19 -0.77 0.33
H -0.469 -0.322 2.827 0.33 1.48 1.32 0.39
H -1.070 -1.678 1.948 0.25 -0.56 -0.33 0.32
```
Forces are in eV/Å.

Computed properties:
- F_max: 5.3 eV Å⁻¹
- Highest occupied orbital energy (spin up / spin down): -6.99 / -10.91 eV
- ΔE to the lowest compared entry with this formula, charge and spin: 0.0 kcal/mol
- Orbital gap (spin up / spin down): 6.50 / 7.97 eV
- 2S+1: 3
- Calculated total energy: -1253.1236 a.u.
- Net charge: 0
- LUMO level (spin up / spin down): -0.496 / -2.938 eV